1.
One molecule with the formula C16H24N2OS. Source: OMol25; level of theory: wB97M-V/def2-TZVPD.

CARTESIAN COORDINATES (ANGSTROEM)
C (-3.96266, -3.39706, -0.86723)
H (-2.93352, -3.69470, -0.63191)
O (-4.60054, -2.84339, 0.25832)
C (-3.89775, -1.79845, 0.87889)
C (-3.92524, -0.48330, 0.07870)
N (-3.36357, 0.60208, 0.85819)
C (-2.56112, 1.58869, 0.35276)
N (-1.60803, 1.24849, -0.55057)
C (-0.88742, 2.29425, -1.24901)
C (0.41923, 2.65023, -0.54387)
H (0.93682, 3.42427, -1.11191)
C (1.29376, 1.40445, -0.40825)
C (0.49159, 0.32101, 0.31102)
C (-0.82555, 0.03384, -0.41759)
H (-1.38506, -0.70944, 0.14602)
H (-0.61902, -0.35485, -1.42140)
H (1.07250, -0.60076, 0.37597)
H (0.26336, 0.65542, 1.32587)
H (1.54931, 1.04056, -1.41096)
C (2.59785, 1.72361, 0.33904)
C (3.51903, 0.53808, 0.36967)
C (4.24412, 0.18638, -0.76281)
C (5.07061, -0.92240, -0.75776)
C (5.18444, -1.69826, 0.38358)
C (4.46912, -1.35612, 1.51786)
C (3.64194, -0.24647, 1.50900)
H (3.08827, 0.01685, 2.39919)
H (4.55598, -1.95460, 2.41315)
H (5.83083, -2.56345, 0.38948)
H (5.62994, -1.18118, -1.64518)
H (4.16398, 0.79248, -1.65444)
H (2.35793, 2.03812, 1.35639)
H (3.09157, 2.55707, -0.16617)
H (0.18614, 3.05076, 0.44433)
H (-1.53326, 3.17049, -1.31576)
H (-0.67824, 1.92544, -2.25947)
S (-2.80059, 3.13991, 0.87949)
H (-3.99687, 0.97007, 1.55708)
H (-3.36552, -0.57952, -0.85252)
H (-4.97046, -0.26559, -0.17664)
H (-4.39941, -1.64085, 1.83736)
H (-2.85704, -2.09904, 1.07685)
H (-3.94785, -2.70447, -1.71558)
H (-4.53961, -4.27861, -1.13919)

Forces on atoms 1 to 6 (eV/Å):
C 0.007 0.009 -0.019
H -0.005 -0.007 -0.013
O -0.180 0.017 0.049
C 0.057 0.241 -0.057
C -0.051 -0.515 -0.091
N 0.076 -0.264 0.176

Calculated values
* DFT total energy: -1207.01649 Ha
* SMILES: COCCNC(=S)N1CCC(Cc2ccccc2)CC1
* ΔE to the lowest compared entry with this formula, charge and spin: 85.6 kJ/mol
* HOMO-LUMO gap: 8.684 eV
* M: 292.45 Da


2.
C16H24N7OS2Tc as an isolated structure. Source: OMol25; level of theory: wB97M-V/def2-TZVPD.

CARTESIAN COORDINATES (ANGSTROEM)
Tc (-0.47316, -0.87974, 0.44818)
N (4.87559, -1.09239, 0.16853)
N (3.56908, -1.28580, -0.16453)
N (3.23170, -1.72487, -1.36139)
C (1.91771, -1.65343, -1.31638)
N (1.50579, -1.18650, -0.12338)
N (2.59572, -0.95056, 0.60604)
H (5.45148, -1.74378, -0.35550)
H (4.99769, -1.13912, 1.17386)
H (1.27209, -1.92948, -2.13360)
C (0.16300, 0.37706, 1.98492)
C (-0.34507, -0.72897, 2.79376)
C (-1.55416, -0.61564, 3.51741)
C (-2.07836, -1.72502, 4.14425)
C (-1.46645, -2.97782, 4.00529)
C (-0.30553, -3.12065, 3.27227)
C (0.27872, -1.99486, 2.67895)
H (1.24018, 0.49556, 1.91397)
H (-0.37402, 1.32022, 2.03528)
H (-2.02542, 0.35346, 3.62025)
H (-2.96486, -1.62715, 4.75804)
H (-1.89072, -3.83900, 4.50579)
H (0.18195, -4.08367, 3.20388)
H (1.27622, -2.06283, 2.26735)
C (-4.43468, -2.68962, 1.27891)
S (-3.80006, -1.03745, 1.11739)
C (-4.83477, -0.42775, -0.19490)
O (-2.41759, -1.27760, 0.40211)
H (-4.41208, -3.19588, 0.31545)
H (-5.45707, -2.60071, 1.65021)
H (-3.81888, -3.20587, 2.01317)
H (-5.84826, -0.37729, 0.20787)
H (-4.78801, -1.09470, -1.05383)
H (-4.49968, 0.57696, -0.44434)
C (0.19750, 4.42563, -4.30464)
C (0.77980, 3.43088, -3.36781)
C (2.10605, 3.34071, -3.01355)
C (2.50392, 2.35619, -2.11333)
N (1.61763, 1.47895, -1.58350)
C (0.36505, 1.57560, -1.93186)
S (-0.93664, 0.50378, -1.40061)
N (-0.05900, 2.52833, -2.80037)
C (3.92086, 2.23675, -1.67900)
H (0.97544, 5.05970, -4.71996)
H (-0.52679, 5.05529, -3.78302)
H (-0.31717, 3.92076, -5.12498)
H (2.82326, 4.02678, -3.43973)
H (-1.04399, 2.56480, -3.04295)
H (4.60537, 2.71242, -2.37594)
H (4.19091, 1.19128, -1.54250)
H (4.02974, 2.73709, -0.71153)

Forces on atoms 1 to 6 (eV/Å):
Tc -0.054 0.193 0.077
N -0.113 0.039 -0.026
N -0.022 0.003 -0.034
N -0.061 0.018 -0.030
C 0.060 0.004 0.000
N 0.182 -0.100 -0.215

Calculated values
* DFT total energy: -1958.76857 Ha
* net charge: +3
* spin multiplicity: 4
* ΔE to the lowest compared entry with this formula, charge and spin: 0.0 kJ/mol
* HOMO-LUMO gap (alpha / beta): 7.960 / 7.292 eV
* expectation value of S²: 3.799
* M: 492.55 Da


3.
C16H24NOP2PdSe as an isolated structure. Source: OMol25; level of theory: wB97M-V/def2-TZVPD.

CARTESIAN COORDINATES (ANGSTROEM)
Pd (-0.46453, -0.17810, 0.90385)
C (4.02274, 1.13637, 0.78268)
P (2.21458, 0.75920, 0.55317)
C (2.40706, -0.90994, -0.20503)
C (1.88040, 1.74034, -0.98664)
C (2.88071, 2.01093, -1.91627)
C (2.61600, 2.71524, -3.08347)
C (1.33114, 3.16429, -3.33314)
C (0.32305, 2.90869, -2.41308)
C (0.57714, 2.20363, -1.23887)
P (-0.75275, 1.74506, -0.04341)
C (-0.59355, 3.14224, 1.14227)
C (-2.28053, 2.28016, -0.90585)
H (4.67066, 0.74806, -0.00752)
H (4.32999, 0.68163, 1.72589)
H (4.16919, 2.21457, 0.86747)
H (3.19177, -0.91517, -0.96673)
H (1.45992, -1.21363, -0.65392)
H (2.64279, -1.62922, 0.58111)
H (3.88889, 1.65847, -1.73830)
H (3.41114, 2.90192, -3.79542)
H (1.10803, 3.70832, -4.24331)
H (-0.67786, 3.26221, -2.62393)
H (-0.58237, 4.10735, 0.62880)
H (0.32729, 3.01570, 1.71119)
H (-1.43470, 3.10524, 1.83599)
H (-2.28634, 3.33876, -1.17801)
H (-3.09629, 2.08746, -0.20651)
H (-2.44624, 1.66914, -1.79377)
C (-4.31150, -0.59984, 1.63876)
O (-3.59556, 0.49963, 2.17041)
H (-5.37080, -0.33858, 1.64343)
H (-4.16498, -1.50437, 2.23690)
H (-4.00644, -0.82041, 0.61023)
H (-2.65289, 0.27141, 2.07006)
Se (-0.37599, -2.01373, 2.67893)
C (-0.64184, -3.54103, 1.59750)
C (-0.56726, -4.84480, 2.09602)
C (-0.75723, -5.91684, 1.24030)
N (-1.01519, -5.81153, -0.06414)
C (-1.09289, -4.56359, -0.53717)
C (-0.92111, -3.42733, 0.22917)
H (-0.35935, -5.02161, 3.14374)
H (-0.69591, -6.92949, 1.63090)
H (-1.30708, -4.47041, -1.59836)
H (-1.00130, -2.42639, -0.18590)

Forces on atoms 1 to 6 (eV/Å):
Pd -0.013 -0.199 0.607
C 0.010 -0.005 -0.017
P 0.057 0.000 0.026
C 0.015 -0.016 0.014
C 0.032 -0.028 -0.069
C -0.010 0.034 0.037

Calculated values
* DFT total energy: -3966.18026 Ha
* net charge: -1
* HOMO-LUMO gap: 6.274 eV
* M: 493.70 Da


4.
A 4-piece molecular cluster, C16H24O12 overall in a non-equilibrium geometry. Source: OMol25; level of theory: wB97M-V/def2-TZVPD.

CARTESIAN COORDINATES (ANGSTROEM)
C (-0.90438, 4.17429, -0.18838)
C (-0.52638, 2.79429, -0.86038)
C (-1.49938, 1.69829, -0.57038)
O (-2.01038, 1.40929, -1.73338)
C (-1.69238, 2.11929, -2.75138)
O (-2.11638, 2.07629, -3.84538)
O (-0.84738, 2.99829, -2.31038)
H (-0.01038, 4.90729, -0.61138)
H (-0.92438, 4.17829, 0.90162)
H (-1.88938, 4.39129, -0.52738)
H (0.35062, 2.66829, -0.33038)
H (-2.46138, 2.03829, 0.12262)
H (-0.87538, 0.90629, 0.09662)
C (-0.91938, -1.18871, -3.72738)
C (0.46162, -0.55271, -3.86338)
C (1.61362, -1.37271, -3.25638)
O (2.61362, -1.23971, -4.29938)
C (2.17762, -0.74971, -5.45738)
O (2.68762, -0.68071, -6.52038)
O (0.86662, -0.29971, -5.26538)
H (-1.43538, -1.21571, -2.81938)
H (-0.85638, -2.20971, -4.01438)
H (-1.77838, -0.52671, -3.96538)
H (0.49262, 0.43129, -3.29338)
H (1.25962, -2.48471, -3.05438)
H (2.08862, -0.81271, -2.35338)
C (-3.06838, -2.40171, 3.96362)
C (-2.11338, -1.31871, 4.25562)
C (-0.71338, -1.52571, 3.64862)
O (-0.31238, -0.25971, 3.11862)
C (-1.46738, 0.55429, 3.15462)
O (-1.45838, 1.73129, 2.76762)
O (-2.50238, -0.13371, 3.74662)
H (-2.98038, -2.93071, 3.01162)
H (-4.25338, -2.17171, 3.99462)
H (-2.95738, -3.32571, 4.58662)
H (-1.83038, -0.98871, 5.21362)
H (-0.70738, -2.29971, 2.90262)
H (-0.01838, -2.04271, 4.48862)
C (3.07862, 0.84029, 1.95762)
C (2.73162, -0.23571, 0.96662)
C (2.60162, -1.65171, 1.55262)
O (1.41062, -2.10571, 0.94662)
C (0.80162, -1.21071, 0.25962)
O (-0.18738, -1.34771, -0.39838)
O (1.52662, -0.06371, 0.23362)
H (4.09162, 0.88429, 2.22862)
H (2.27462, 0.80629, 2.45462)
H (3.16162, 1.68429, 1.30062)
H (3.39262, -0.08771, 0.04462)
H (2.17462, -1.75371, 2.70762)
H (3.45962, -2.10271, 1.39062)

Forces on atoms 1 to 6 (eV/Å):
C 2.706 0.383 -1.797
C -4.321 3.443 0.486
C 0.172 0.678 7.275
O -3.862 -6.050 -1.912
C 0.722 1.212 0.181
O -0.768 -0.552 -1.584

Calculated values
* DFT total energy: -1526.74764 Ha
* SMILES: C[C@H]1COC(=O)O1.C[C@H]1COC(=O)O1.C[C@H]1COC(=O)O1.C[C@H]1COC(=O)O1
* ΔE to the lowest compared entry with this formula, charge and spin: 718.6 kJ/mol
* HOMO-LUMO gap: 10.324 eV
* M: 408.36 Da


5.
One molecule with the formula C16H24O5 in a non-equilibrium geometry. Source: OMol25; level of theory: wB97M-V/def2-TZVPD.

CARTESIAN COORDINATES (ANGSTROEM)
C (-1.95928, -2.23795, -0.50522)
H (-2.09568, -1.47927, -1.28053)
H (-1.92242, -1.74394, 0.46876)
O (-0.79705, -3.01519, -0.73085)
C (0.41967, -2.35969, -0.49598)
O (0.55292, -1.97032, 0.84762)
C (0.65354, -3.05458, 1.74833)
H (0.67555, -2.62483, 2.74779)
H (1.57426, -3.61990, 1.56726)
H (-0.20354, -3.72631, 1.65180)
C (0.62872, -1.12137, -1.37702)
C (2.08597, -0.84941, -1.66633)
C (2.94961, -0.01463, -0.81932)
C (2.54730, 0.54993, 0.53748)
O (3.75759, 0.62638, 1.26848)
H (3.57118, 0.96805, 2.15025)
H (1.87280, -0.17209, 1.02172)
C (1.84126, 1.93155, 0.50892)
C (2.57647, 2.93416, -0.37251)
H (3.63021, 2.94170, -0.10768)
H (2.46811, 2.64621, -1.41276)
H (2.15733, 3.92709, -0.23271)
H (1.84271, 2.30359, 1.55209)
O (0.50720, 1.82883, 0.06393)
C (-0.42591, 1.45477, 1.05080)
C (-1.79739, 1.29858, 0.44756)
C (-2.03078, 1.56365, -0.89366)
C (-3.29727, 1.39286, -1.42718)
C (-4.33900, 0.95825, -0.62705)
C (-4.11167, 0.69728, 0.71435)
C (-2.84788, 0.86575, 1.24863)
H (-2.67080, 0.66035, 2.29533)
H (-4.92150, 0.36090, 1.34503)
H (-5.32624, 0.82532, -1.04409)
H (-3.46954, 1.60148, -2.47293)
H (-1.21369, 1.90395, -1.50966)
H (-0.45794, 2.22239, 1.84480)
H (-0.13993, 0.50141, 1.52355)
O (2.42656, 0.45991, -2.02298)
H (4.02087, -0.21133, -0.84308)
H (2.57654, -1.61749, -2.26471)
H (0.18968, -0.24622, -0.90108)
H (0.11909, -1.29482, -2.32742)
H (1.17488, -3.12799, -0.73909)
H (-2.79251, -2.93704, -0.53065)

Forces on atoms 1 to 6 (eV/Å):
C -0.032 0.064 0.059
H -0.023 0.021 0.010
H -0.054 -0.023 -0.038
O 0.146 -0.174 0.010
C 0.233 -0.036 -0.424
O -0.001 0.184 -0.146

Calculated values
* DFT total energy: -1000.19667 Ha
* SMILES: COC(C[C@H]1O[C@H]1[C@@H](O)[C@@H](C)OCc1ccccc1)OC
* ΔE to the lowest compared entry with this formula, charge and spin: 131.1 kJ/mol
* HOMO-LUMO gap: 9.736 eV
* M: 296.36 Da


Copy entry 3 word for word.
C16H24NOP2PdSe as an isolated structure. Source: OMol25; level of theory: wB97M-V/def2-TZVPD.

CARTESIAN COORDINATES (ANGSTROEM)
Pd (-0.46453, -0.17810, 0.90385)
C (4.02274, 1.13637, 0.78268)
P (2.21458, 0.75920, 0.55317)
C (2.40706, -0.90994, -0.20503)
C (1.88040, 1.74034, -0.98664)
C (2.88071, 2.01093, -1.91627)
C (2.61600, 2.71524, -3.08347)
C (1.33114, 3.16429, -3.33314)
C (0.32305, 2.90869, -2.41308)
C (0.57714, 2.20363, -1.23887)
P (-0.75275, 1.74506, -0.04341)
C (-0.59355, 3.14224, 1.14227)
C (-2.28053, 2.28016, -0.90585)
H (4.67066, 0.74806, -0.00752)
H (4.32999, 0.68163, 1.72589)
H (4.16919, 2.21457, 0.86747)
H (3.19177, -0.91517, -0.96673)
H (1.45992, -1.21363, -0.65392)
H (2.64279, -1.62922, 0.58111)
H (3.88889, 1.65847, -1.73830)
H (3.41114, 2.90192, -3.79542)
H (1.10803, 3.70832, -4.24331)
H (-0.67786, 3.26221, -2.62393)
H (-0.58237, 4.10735, 0.62880)
H (0.32729, 3.01570, 1.71119)
H (-1.43470, 3.10524, 1.83599)
H (-2.28634, 3.33876, -1.17801)
H (-3.09629, 2.08746, -0.20651)
H (-2.44624, 1.66914, -1.79377)
C (-4.31150, -0.59984, 1.63876)
O (-3.59556, 0.49963, 2.17041)
H (-5.37080, -0.33858, 1.64343)
H (-4.16498, -1.50437, 2.23690)
H (-4.00644, -0.82041, 0.61023)
H (-2.65289, 0.27141, 2.07006)
Se (-0.37599, -2.01373, 2.67893)
C (-0.64184, -3.54103, 1.59750)
C (-0.56726, -4.84480, 2.09602)
C (-0.75723, -5.91684, 1.24030)
N (-1.01519, -5.81153, -0.06414)
C (-1.09289, -4.56359, -0.53717)
C (-0.92111, -3.42733, 0.22917)
H (-0.35935, -5.02161, 3.14374)
H (-0.69591, -6.92949, 1.63090)
H (-1.30708, -4.47041, -1.59836)
H (-1.00130, -2.42639, -0.18590)

Forces on atoms 1 to 6 (eV/Å):
Pd -0.013 -0.199 0.607
C 0.010 -0.005 -0.017
P 0.057 0.000 0.026
C 0.015 -0.016 0.014
C 0.032 -0.028 -0.069
C -0.010 0.034 0.037

Calculated values
* DFT total energy: -3966.18026 Ha
* net charge: -1
* HOMO-LUMO gap: 6.274 eV
* M: 493.70 Da